1.
Here is C5H12O2 in the gas phase from the Open Molecules 2025 dataset. Energies are from the ωB97M-V functional and the def2-TZVPD basis.

Computed properties:
spin multiplicity = 1
energy relative to the best compared isomer or geometry (same formula, charge and spin) = 40.7 kcal per mole
frontier orbital gap = 0.39307 hartree
HOMO = -0.35945 hartree
electronic energy = -9473.3728 eV

Geometry as XYZ:
```
19
Properties=species:S:1:pos:R:3:forces:R:3
H -1.32594 3.17141 -0.19650 0.042 -0.120 -0.155
H -0.70884 -0.96824 -0.22198 0.009 -0.044 0.070
C 0.35265 -0.76720 -0.05514 0.318 -0.136 0.060
O -0.88013 1.13658 0.03158 -0.287 0.174 0.355
O -0.03459 -0.11348 2.28733 -0.010 -0.105 -0.052
H -0.63191 0.41638 1.73402 0.093 -0.101 0.179
C 0.60701 -1.05192 1.43948 0.043 -0.120 -0.396
H -2.64342 1.98704 0.03156 0.070 0.326 -0.117
C -1.68525 2.16970 -0.46533 -0.178 0.102 -0.111
H 1.18988 1.31043 0.16936 -0.264 -0.258 -0.082
H -1.87032 2.09077 -1.54637 0.305 0.066 0.106
C 1.06220 -1.77070 -0.97736 -0.066 0.134 -0.057
H 0.85930 -1.50970 -2.02299 0.140 -0.030 0.128
H 2.14670 -1.87402 -0.84738 -0.204 0.195 0.089
H 0.60534 -2.75656 -0.81751 0.240 0.153 0.019
C 0.41706 0.75290 -0.39192 0.327 -0.637 -0.122
H 0.23291 -2.07327 1.63083 0.097 0.241 0.114
H 1.68387 -1.05389 1.68270 -0.248 0.094 -0.181
H 0.62348 0.90376 -1.46437 -0.428 0.066 0.151
```
Positions in Å, forces in eV/Å.

These are the Löwdin partial charges, in e, on atoms 1 to 8: H 0.09; H 0.14; C -0.33; O -0.25; O -0.07; H 0.06; C -0.24; H 0.09

2.
Here is 2 unconnected molecules or ions with the total composition C5H12O2 from the Open Molecules 2025 dataset. Energies are from the ωB97M-V functional and the def2-TZVPD basis.

Computed properties:
spin multiplicity = 1
energy relative to the best compared isomer or geometry (same formula, charge and spin) = 89.8 kcal per mole
frontier orbital gap = 0.32785 hartree
HOMO = -0.29918 hartree
electronic energy = -9471.2400 eV

Geometry as XYZ:
```
19
Properties=species:S:1:pos:R:3:forces:R:3
C -1.10317 -0.68406 -1.04976 -0.011 -0.035 0.033
O 0.02131 2.44308 -1.52016 -0.197 0.178 -0.016
C 1.57815 0.64489 1.08727 0.162 0.022 0.136
H 1.70057 1.70773 1.30657 0.013 -0.144 -0.032
H 0.24936 1.72870 -0.87177 -0.122 0.047 0.037
H -0.99108 -1.47068 1.60348 0.108 -0.037 -0.085
C 0.10604 -0.80676 -0.13595 -0.067 -0.202 -0.044
H 0.98549 -1.12606 -0.71898 -0.100 0.042 0.074
C -1.20869 2.87154 -1.41165 0.265 -0.316 0.223
H -1.95465 -0.28909 -0.48416 0.115 -0.075 -0.084
O 0.36678 0.51096 0.36771 -0.027 0.030 -0.111
C -0.14211 -1.79936 0.99405 0.018 -0.012 0.030
H 2.43462 0.29505 0.49298 -0.127 0.040 0.072
H -0.90272 -0.01385 -1.88913 -0.026 -0.113 0.082
H 0.73032 -1.91948 1.64387 -0.131 0.017 -0.111
H 1.54722 0.09199 2.03310 0.008 0.094 -0.136
H -0.37672 -2.78264 0.57334 0.030 0.148 0.058
H -1.37729 -1.66456 -1.44991 0.052 0.126 0.054
H -1.66342 2.26262 -0.57090 0.035 0.190 -0.181
```
Positions in Å, forces in eV/Å.

These are the Löwdin partial charges, in e, on atoms 1 to 8: C -0.04; O -0.10; C -0.08; H 0.10; H 0.04; H 0.09; C -0.45; H 0.15

3.
Here is a molecular structure, C5H12O2 from the Open Molecules 2025 dataset. Energies are from the ωB97M-V functional and the def2-TZVPD basis.

Computed properties:
spin multiplicity = 1
energy relative to the best compared isomer or geometry (same formula, charge and spin) = 141.7 kcal per mole
frontier orbital gap = 0.34811 hartree
HOMO = -0.32032 hartree
electronic energy = -9468.9914 eV

Geometry as XYZ:
```
19
Properties=species:S:1:pos:R:3:forces:R:3
C 1.72965 -0.27181 -0.68886 0.243 -0.045 -0.039
H -0.44018 0.52404 -1.60447 -0.026 0.012 0.154
H -0.09926 -1.26335 0.36815 0.031 0.120 0.030
C 2.65350 -0.44153 0.36718 0.124 -0.105 -0.286
O 0.65725 0.28684 1.61194 0.272 -0.020 0.001
H -2.84427 0.67383 -1.30925 0.094 0.009 0.150
H 1.42604 -1.08317 -1.34398 0.017 0.049 0.174
C -0.79733 0.64946 -0.57519 0.019 0.095 -0.027
H 1.90119 0.01186 1.29632 -0.258 0.115 0.115
H -3.56413 0.05395 0.92842 0.125 0.102 0.031
H -0.73051 1.71259 -0.31885 0.013 -0.126 -0.018
O -2.74134 0.53105 0.77080 -0.283 -0.093 0.103
C -2.25051 0.19769 -0.51601 0.173 -0.051 -0.309
C 0.02404 -0.17507 0.43984 -0.226 -0.163 -0.167
H 1.70552 0.71191 -1.15814 -0.066 -0.190 0.052
H -0.73632 0.00834 1.33931 -0.050 -0.107 0.010
H -2.28935 -0.89297 -0.67705 -0.025 0.192 0.020
H 2.89323 -1.47181 0.63936 0.015 0.195 -0.003
H 3.50279 0.23813 0.43049 -0.192 0.013 0.009
```
Positions in Å, forces in eV/Å.

These are the Löwdin partial charges, in e, on atoms 1 to 8: C -0.11; H 0.10; H 0.14; C -0.14; O -0.17; H 0.12; H 0.09; C -0.17

4.
Here is C5H12O2 in the gas phase from the Open Molecules 2025 dataset. Energies are from the ωB97M-V functional and the def2-TZVPD basis.

Computed properties:
spin multiplicity = 1
energy relative to the best compared isomer or geometry (same formula, charge and spin) = 38.0 kcal per mole
frontier orbital gap = 0.39941 hartree
HOMO = -0.35864 hartree
electronic energy = -9473.4867 eV

Geometry as XYZ:
```
19
Properties=species:S:1:pos:R:3:forces:R:3
H -3.92185 -0.30468 -0.35703 0.084 0.095 0.094
H -3.24667 1.34738 -0.38040 -0.007 -0.136 0.115
H -1.64762 -1.09138 -1.04724 0.029 0.100 0.121
C 2.35375 -0.53970 -0.58317 0.248 -0.034 0.012
O 0.98788 -0.63829 -0.92562 -0.037 0.004 -0.127
H 2.43140 1.61118 -0.73694 0.044 -0.081 0.070
H -1.12690 0.60722 -1.00142 -0.091 -0.075 0.076
C -3.37543 0.44411 0.23781 -0.285 0.104 -0.034
C 0.09948 -0.67048 0.16621 -0.118 0.040 0.170
O -2.13911 -0.04996 0.68268 0.054 -0.026 0.047
H -3.96264 0.70015 1.12271 0.046 -0.055 -0.144
H 2.89179 -0.73014 -1.51805 -0.029 0.004 0.189
H 2.62780 -1.32914 0.13415 -0.040 0.057 -0.089
H 0.09201 -1.66465 0.63774 -0.020 0.090 -0.071
H 2.24092 1.02602 0.92704 0.136 0.002 -0.141
C 2.73018 0.82928 -0.03261 -0.038 0.066 0.030
H 3.81180 0.89751 0.12132 -0.131 -0.044 -0.012
H 0.36915 0.06274 0.93789 -0.059 -0.073 -0.106
C -1.26304 -0.29662 -0.38672 0.213 -0.039 -0.200
```
Positions in Å, forces in eV/Å.

These are the Löwdin partial charges, in e, on atoms 1 to 8: H 0.09; H 0.09; H 0.13; C -0.28; O -0.16; H 0.08; H 0.13; C -0.12